[1]
51
Properties=species:S:1:pos:R:3 method="wB97M-V/def2-TZVPD" charge=+2 homo_ha="-0.52532 / -0.52555" spin_multiplicity=4 homo_lumo_gap_ev="2.758 / 4.860"
Cr -1.01 1.46 2.86
O -0.05 -0.07 2.21
H 0.17 -0.82 2.80
O 0.25 2.77 1.90
C 1.04 3.08 0.98
O 0.85 2.60 -0.21
C 1.78 3.14 -1.13
C 2.22 4.47 -0.47
C 2.23 3.98 0.98
H 1.37 3.35 -2.12
H 2.63 2.48 -1.29
H 1.34 5.06 -0.71
H 3.20 4.69 -0.87
H 2.06 4.74 1.75
H 3.19 3.60 1.32
O -1.97 1.54 0.95
C -2.23 1.14 -0.19
O -1.63 0.15 -0.76
C -1.87 0.04 -2.17
C -2.79 1.25 -2.45
C -3.24 1.83 -1.13
H -2.28 -0.87 -2.60
H -1.03 0.32 -2.80
H -3.57 0.80 -3.06
H -2.21 1.92 -3.07
H -4.22 1.54 -0.75
H -3.09 2.91 -1.09
O 4.95 -1.92 -1.47
C 3.90 -1.67 -0.97
O 3.22 -2.61 -0.27
C 1.85 -2.25 0.05
C 1.68 -0.90 -0.68
C 2.96 -0.51 -1.36
H 1.73 -2.30 1.13
H 1.17 -2.98 -0.38
H 1.56 -0.22 0.17
H 0.77 -0.81 -1.28
H 3.49 0.43 -1.23
H 2.87 -0.64 -2.44
O -0.92 -4.17 -0.76
C -1.43 -3.89 0.30
O -1.92 -4.80 1.11
C -2.09 -4.33 2.49
C -2.21 -2.83 2.32
C -1.39 -2.56 1.09
H -1.17 -4.64 2.97
H -3.03 -4.66 2.93
H -1.73 -2.35 3.18
H -3.21 -2.40 2.24
H -0.39 -2.35 1.44
H -1.82 -1.75 0.51

=====

[2]
59
Properties=species:S:1:pos:R:3 method="wB97M-V/def2-TZVPD" homo_ha=-0.36651 spin_multiplicity=1 homo_lumo_gap_ev=10.451
C -3.68 0.98 -2.14
C -2.55 1.95 -2.41
O -1.84 2.28 -1.18
C -0.94 1.41 -0.78
O -0.62 0.38 -1.30
C -0.25 1.93 0.51
F -1.13 2.41 1.38
F 0.61 2.91 0.20
F 0.43 0.94 1.09
H -4.36 1.38 -1.39
H -4.24 0.81 -3.06
H -3.30 0.03 -1.78
H -2.92 2.90 -2.77
H -1.83 1.55 -3.13
C 3.97 -4.20 0.10
C 5.41 -4.30 0.54
O 5.77 -5.65 0.92
C 6.08 -6.47 -0.07
O 6.12 -6.22 -1.24
C 6.47 -7.85 0.50
F 5.61 -8.25 1.44
F 7.69 -7.79 1.06
F 6.49 -8.76 -0.46
H 3.31 -4.58 0.87
H 3.73 -3.16 -0.09
H 3.81 -4.78 -0.81
H 5.59 -3.71 1.44
H 6.10 -3.96 -0.23
C -8.69 4.05 2.23
C -8.56 4.42 0.76
O -7.80 3.41 0.04
C -8.48 2.34 -0.33
O -9.63 2.10 -0.15
C -7.54 1.39 -1.12
F -6.36 1.26 -0.52
F -7.33 1.89 -2.35
F -8.09 0.19 -1.25
H -7.70 3.90 2.67
H -9.19 4.86 2.76
H -9.27 3.14 2.35
H -7.99 5.33 0.63
H -9.53 4.54 0.29
C 3.01 -0.39 -0.62
O 3.35 -1.08 0.57
C 4.23 -0.38 1.43
C 3.91 1.09 1.72
O 4.77 1.99 1.03
C 4.23 2.73 -0.03
O 4.95 2.46 -1.22
H 2.51 -1.12 -1.26
H 2.29 0.41 -0.44
H 3.89 -0.02 -1.14
H 4.20 -0.92 2.38
H 5.26 -0.43 1.06
H 2.86 1.31 1.52
H 4.08 1.27 2.78
H 4.31 3.80 0.18
H 3.18 2.47 -0.19
H 5.60 1.78 -0.99

=====

[3]
56
Properties=species:S:1:pos:R:3 method="wB97M-V/def2-TZVPD" charge=-1 homo_ha=-0.17966 spin_multiplicity=1 homo_lumo_gap_ev=7.499
Li 0.74 -0.75 0.74
C -4.12 3.96 0.25
O -4.79 2.71 0.21
C -4.00 1.60 0.19
C -4.69 0.38 0.21
C -3.97 -0.79 0.22
C -2.56 -0.82 0.20
C -1.81 -2.07 0.29
C -2.52 -3.41 0.29
O -0.59 -2.11 0.36
C -1.86 0.43 0.15
O -0.58 0.51 0.08
C -2.63 1.63 0.16
H -4.90 4.72 0.30
H -3.53 4.13 -0.66
H -3.47 4.04 1.12
H -5.77 0.38 0.23
H -4.54 -1.71 0.25
H -3.60 -3.37 0.24
H -2.23 -3.94 1.20
H -2.14 -3.99 -0.56
H -2.07 2.55 0.15
N 3.09 -0.69 3.37
C 2.88 0.64 2.66
C 3.74 1.74 3.22
P 1.05 0.89 2.98
O 0.53 1.98 1.96
O 0.93 1.35 4.39
O 0.56 -0.51 2.64
P 3.21 0.21 0.88
O 4.85 -0.08 1.04
O 3.02 1.34 -0.05
O 2.57 -1.13 0.70
H 3.19 -0.56 4.38
H 3.86 -1.22 2.97
H 2.13 -1.17 3.17
H 3.39 2.01 4.22
H 3.64 2.62 2.58
H 4.80 1.46 3.26
H 0.09 1.55 1.16
H 5.26 0.58 0.46
C -0.36 0.75 -4.77
C 0.33 -0.20 -3.85
C 1.02 -1.37 -4.10
C 1.44 -1.84 -2.84
N 1.03 -1.02 -1.89
N 0.37 -0.04 -2.51
C 2.21 -3.07 -2.48
H -0.18 0.46 -5.81
H 0.01 1.77 -4.63
H -1.44 0.75 -4.60
H 1.20 -1.82 -5.07
H -0.03 0.68 -1.93
H 2.65 -3.53 -3.37
H 1.57 -3.79 -1.98
H 3.00 -2.80 -1.78

=====

[4]
48
Properties=species:S:1:pos:R:3 method="wB97M-V/def2-TZVPD" homo_ha=-0.30620 spin_multiplicity=1 de_lowest_ev=0.287 homo_lumo_gap_ev=8.992
C -6.29 -1.03 -0.35
C -5.24 -0.58 0.66
N -3.94 -0.46 0.04
C -3.06 -1.52 -0.06
O -3.27 -2.61 0.41
C -1.86 -1.05 -0.84
C -2.09 0.46 -1.08
N -1.15 1.38 -0.48
C 0.17 1.34 -1.09
C 1.24 1.82 -0.13
C 1.32 0.89 1.09
C 1.92 -0.44 0.65
O 1.21 -1.39 0.34
N 3.27 -0.54 0.59
C 4.26 0.48 0.82
C 5.09 0.67 -0.46
O 5.68 -0.54 -0.87
C 4.70 -1.52 -1.11
C 3.87 -1.78 0.15
C -0.09 0.66 1.68
C -1.15 1.50 0.97
C -3.49 0.71 -0.54
O -4.12 1.73 -0.59
H -7.26 -1.11 0.14
H -6.02 -2.00 -0.75
H -6.37 -0.31 -1.16
H -5.15 -1.30 1.47
H -5.50 0.41 1.07
H -1.81 -1.62 -1.78
H -0.93 -1.27 -0.30
H -2.09 0.69 -2.15
H 0.15 1.98 -1.98
H 0.42 0.32 -1.41
H 2.20 1.84 -0.65
H 1.01 2.84 0.20
H 1.96 1.34 1.86
H 3.82 1.43 1.11
H 4.93 0.14 1.63
H 5.91 1.37 -0.28
H 4.45 1.06 -1.26
H 5.24 -2.42 -1.41
H 4.04 -1.21 -1.93
H 3.07 -2.50 -0.05
H 4.52 -2.17 0.95
H -0.33 -0.40 1.60
H -0.10 0.92 2.74
H -1.01 2.55 1.21
H -2.14 1.22 1.34

=====

[5]
48
Properties=species:S:1:pos:R:3 method="wB97M-V/def2-TZVPD" homo_ha=-0.30280 spin_multiplicity=1 homo_lumo_gap_ev=8.742
C 3.42 1.13 -0.44
S 4.45 -0.38 -0.53
O 3.92 -1.37 -1.58
C 6.08 0.26 -1.14
H 2.52 0.59 -0.15
H 3.34 1.49 -1.47
H 3.41 1.85 0.38
H 6.65 -0.49 -1.68
H 6.69 0.75 -0.37
H 5.71 0.94 -1.90
C -4.18 1.66 -4.50
C -5.33 0.85 -4.15
N -6.19 0.08 -3.88
H -3.90 1.54 -5.55
H -3.32 1.43 -3.87
H -4.34 2.73 -4.41
C -0.64 -1.44 -2.48
C 0.28 -1.49 -3.66
N 0.98 -1.61 -4.53
H -0.94 -2.41 -2.08
H -1.50 -0.82 -2.75
H -0.26 -0.95 -1.58
C -6.30 -2.75 3.27
C -5.91 -2.04 2.09
N -5.56 -1.41 1.13
H -7.36 -2.57 3.46
H -5.72 -2.32 4.08
H -6.08 -3.81 3.15
N 4.59 0.02 3.15
C 4.71 1.28 2.87
C 3.42 1.83 2.99
C 2.59 0.78 3.48
C 3.36 -0.38 3.41
H 5.30 -0.66 2.90
H 5.63 1.71 2.50
H 3.18 2.88 2.93
H 1.53 0.82 3.70
H 3.16 -1.43 3.52
N -2.86 0.29 0.22
C -2.18 -0.15 1.28
C -0.86 0.06 1.10
C -0.72 0.80 -0.05
C -1.99 0.88 -0.65
H -3.85 0.19 0.04
H -2.77 -0.74 1.97
H -0.02 -0.11 1.76
H 0.22 1.20 -0.41
H -2.38 1.28 -1.58

=====

[6]
45
Properties=species:S:1:pos:R:3 method="wB97M-V/def2-TZVPD" homo_ha=-0.28081 spin_multiplicity=1 de_lowest_ev=17.753 homo_lumo_gap_ev=8.444
C -6.27 -1.77 1.71
H -6.38 -0.81 2.10
O -5.96 -1.53 0.21
C -5.04 -0.87 -0.21
C -4.18 -0.35 0.49
C -3.24 0.53 0.16
C -3.14 0.60 -1.10
C -3.96 0.07 -2.21
C -5.00 -0.70 -1.67
H -5.60 -1.29 -2.22
H -3.89 0.34 -3.14
H -2.38 1.42 -1.81
O -2.38 1.05 0.93
C -1.29 2.11 0.67
C -0.10 1.16 0.10
C 1.01 2.04 -0.06
C 2.32 1.11 -0.62
C 2.90 0.39 0.53
N 4.41 0.21 0.06
C 4.38 -0.85 -0.81
C 5.83 -1.14 -1.35
O 6.49 -1.47 0.03
C 6.49 -0.49 0.96
C 4.98 -0.32 1.46
H 4.99 0.57 1.82
H 4.70 -1.28 1.68
H 7.07 -1.19 1.75
H 6.98 0.51 0.55
H 5.90 -1.96 -1.89
H 6.35 -0.24 -1.58
H 3.91 -0.43 -1.87
H 3.91 -1.88 -0.74
H 2.36 -0.41 0.68
H 2.94 0.92 1.33
H 1.95 0.56 -1.49
H 3.09 2.17 -1.01
H 1.39 2.71 0.48
H 0.74 2.74 -0.73
H 0.17 0.60 1.10
H -0.48 0.64 -0.49
H -0.98 2.55 1.67
H -1.74 2.77 0.05
H -4.37 -0.27 1.75
H -5.50 -2.37 2.14
H -7.29 -2.36 1.66

=====

no.,total energy (Eh)
1,-2345.5766
2,-2200.6243
3,-2156.7777
4,-1089.9507
5,-1371.7194
6,-904.5501